1.
72
Properties=species:S:1:pos:R:3 method="wB97M-V/def2-TZVPD" charge=0 largest_force_ha_per_bohr=0.0422 gap_ev=10.23 total_energy_ha=-1165.99151 smiles=CC(C)O.CC(C)O.CC(C)O.CC(C)O.CC(C)O.CC(C)O
C 2.01 0.37 -5.60
C 2.06 -0.96 -4.83
C 2.04 -0.79 -3.36
O 0.91 -1.77 -5.16
H 2.89 0.98 -5.35
H 1.13 0.99 -5.46
H 2.24 0.24 -6.67
H 2.95 -1.47 -5.21
H 1.06 -0.52 -2.96
H 2.68 0.00 -2.97
H 2.18 -1.81 -2.97
H 0.82 -1.72 -6.12
C -5.20 3.20 0.41
C -3.83 2.70 0.06
C -2.71 3.49 0.72
O -3.74 1.36 0.56
H -5.52 4.00 -0.26
H -5.20 3.51 1.46
H -5.98 2.46 0.24
H -3.73 2.70 -1.04
H -2.79 4.56 0.51
H -1.69 3.27 0.38
H -2.63 3.26 1.79
H -2.83 1.13 0.79
C -0.33 2.95 5.52
C -1.50 2.72 4.54
C -2.32 1.48 4.93
O -2.25 3.93 4.56
H 0.13 1.98 5.69
H -0.78 3.45 6.38
H 0.41 3.64 5.10
H -1.04 2.60 3.54
H -1.83 0.56 5.23
H -2.74 1.18 3.96
H -3.10 1.81 5.61
H -2.98 3.83 3.93
C -1.90 -4.65 -1.52
C -1.34 -3.91 -2.73
C -2.33 -2.92 -3.32
O -0.14 -3.25 -2.33
H -2.58 -4.03 -0.94
H -1.06 -5.06 -0.97
H -2.48 -5.51 -1.88
H -1.08 -4.66 -3.49
H -1.88 -2.38 -4.16
H -2.60 -2.10 -2.63
H -3.31 -3.38 -3.49
H 0.21 -2.78 -3.10
C 4.45 -2.11 0.29
C 4.62 -0.73 0.93
C 6.07 -0.55 1.36
O 4.32 0.26 -0.05
H 3.48 -2.19 -0.21
H 4.44 -2.82 1.11
H 5.25 -2.29 -0.43
H 3.96 -0.67 1.80
H 6.72 -0.93 0.57
H 6.31 -1.03 2.31
H 6.31 0.51 1.47
H 4.62 1.16 0.12
C 0.58 -0.04 2.38
C -0.17 0.19 1.05
C 0.33 -0.64 -0.12
O -1.54 -0.21 1.29
H 0.57 -1.10 2.62
H 0.05 0.50 3.16
H 1.61 0.31 2.27
H -0.12 1.27 0.88
H -0.19 -0.26 -1.00
H 0.18 -1.72 -0.06
H 1.41 -0.47 -0.22
H -1.58 -1.15 1.07



2.
75
Properties=species:S:1:pos:R:3 method="wB97M-V/def2-TZVPD" charge=0 largest_force_ha_per_bohr=0.2694 gap_ev=8.89 total_energy_ha=-1296.22694
C 31.04 10.06 3.93
C 30.82 11.58 4.18
O 31.85 12.26 4.02
N 29.60 12.13 4.75
H 28.99 11.38 4.84
H 29.96 12.30 5.76
C 29.21 13.46 4.16
H 32.15 9.79 4.05
H 30.56 9.67 3.02
H 30.59 9.60 4.88
H 29.94 14.25 4.56
H 28.42 13.83 4.53
H 29.07 13.53 3.16
O 28.08 10.07 5.52
H 27.29 9.53 5.72
C 27.10 10.71 2.01
C 26.93 9.28 2.42
C 26.97 8.53 1.09
O 27.92 8.82 3.23
H 26.29 11.08 1.31
H 27.94 11.04 1.34
H 27.22 11.42 2.91
H 25.89 9.00 2.93
H 26.64 7.59 1.30
H 27.94 8.70 0.70
H 26.38 9.25 0.46
H 27.90 9.36 4.12
C 22.79 9.38 6.28
C 23.57 9.95 7.31
C 23.03 9.55 8.68
O 24.91 9.44 7.16
H 23.15 9.64 5.20
H 21.84 9.87 6.30
H 22.85 8.27 6.22
H 23.68 11.02 7.22
H 23.52 10.10 9.72
H 23.33 8.54 8.73
H 22.04 9.39 9.03
H 25.52 10.11 7.05
C 30.86 10.45 9.69
C 29.76 9.85 8.67
C 28.42 10.11 9.35
O 29.76 10.61 7.47
H 31.13 9.91 10.55
H 30.51 11.42 9.89
H 31.92 10.50 9.20
H 30.03 8.76 8.41
H 27.43 9.40 8.92
H 28.10 11.16 9.76
H 28.70 9.62 10.41
H 29.04 10.32 7.05
C 25.90 6.78 5.81
C 26.80 6.88 7.01
C 26.96 5.75 7.90
O 28.13 7.14 6.54
H 25.85 7.48 5.04
H 24.79 6.60 6.17
H 26.06 5.85 5.42
H 26.42 7.77 7.51
H 27.27 4.92 7.38
H 25.89 5.46 8.40
H 27.72 5.65 8.81
H 28.05 8.07 6.12
C 26.31 14.60 6.68
C 26.78 13.11 7.15
C 25.99 12.85 8.53
O 26.48 12.21 6.21
H 26.62 15.17 7.68
H 25.09 14.51 6.59
H 27.00 15.14 5.92
H 27.82 12.76 7.51
H 24.98 12.86 8.34
H 26.31 13.43 9.10
H 26.17 11.91 8.93
H 27.12 11.58 6.26



3.
84
Properties=species:S:1:pos:R:3 method="wB97M-V/def2-TZVPD" charge=-1 spin_multiplicity=7 largest_force_ha_per_bohr=0.0744 gap_ev="3.10 / 5.80" total_energy_ha=-4453.73437
Cr 0.58 -3.49 -0.04
Cu 2.74 -0.74 -0.84
C -0.97 -3.41 -4.15
C -1.03 -3.17 -2.69
O -0.49 -4.08 -1.82
H -1.79 -2.96 -4.71
H -0.96 -4.44 -4.51
H -0.11 -2.88 -4.56
H -2.07 -3.14 -2.36
H -0.50 -2.24 -2.49
C 2.26 3.62 1.00
C 2.36 2.95 -0.39
O 2.79 1.56 -0.53
H 1.37 3.12 1.38
H 2.04 4.68 1.10
H 3.01 3.26 1.70
H 3.09 3.59 -0.88
H 1.49 3.17 -1.00
C -0.64 0.74 0.57
C -0.29 -0.74 0.81
O 0.91 -1.35 0.42
H 0.23 1.37 0.75
H -1.50 1.07 1.16
H -0.89 0.95 -0.47
H -0.99 -1.36 0.25
H -0.35 -1.11 1.84
C 4.31 -4.76 -2.08
C 3.45 -3.53 -2.25
O 2.44 -3.26 -1.27
H 3.68 -5.57 -1.71
H 5.21 -4.63 -1.48
H 4.68 -5.03 -3.07
H 3.15 -3.49 -3.30
H 4.07 -2.64 -2.25
C -0.62 -4.32 2.76
C 0.86 -4.29 3.07
O 1.68 -3.88 2.02
O -0.99 -4.15 1.32
H -1.14 -3.50 3.26
H -1.03 -5.28 3.08
H 1.08 -5.35 3.17
H 1.31 -3.96 4.01
H 2.56 -3.79 2.40
H -1.89 -4.47 1.33
C -4.17 -0.84 -0.29
C -4.52 -0.63 1.23
O -5.45 -1.63 1.72
O -5.09 -0.30 -1.21
H -4.08 -1.92 -0.38
H -3.23 -0.36 -0.56
H -4.95 0.36 1.40
H -3.61 -0.66 1.82
H -5.13 -2.52 1.56
H -5.05 -0.66 -2.10
C -2.33 5.16 -3.14
C -1.20 4.13 -2.96
O -1.76 3.00 -2.32
O -2.80 5.81 -1.89
H -3.21 4.70 -3.59
H -1.83 5.96 -3.70
H -0.37 4.35 -2.29
H -0.79 3.79 -3.91
H -1.51 3.11 -1.40
H -2.88 6.76 -1.98
C 3.10 -0.07 2.86
C 4.25 -0.81 2.05
O 4.05 -1.40 0.76
O 2.12 -0.80 3.59
H 2.57 0.55 2.14
H 3.61 0.58 3.58
H 4.69 -1.47 2.80
H 5.07 -0.12 1.83
H 4.90 -1.83 0.62
H 1.48 -0.96 2.89
C -1.25 5.44 1.90
C -1.45 4.04 1.18
O -2.54 3.88 0.17
O -0.84 6.48 1.05
H -0.52 5.27 2.70
H -2.12 5.70 2.50
H -1.58 3.13 1.77
H -0.55 3.95 0.57
H -2.65 4.61 -0.44
H -1.52 7.14 0.92



4.
97
Properties=species:S:1:pos:R:3 method="wB97M-V/def2-TZVPD" charge=+1 largest_force_ha_per_bohr=0.0705 gap_ev=8.43 total_energy_ha=-4057.52171
C 2.07 -1.32 2.35
C 1.94 -0.66 0.96
O 2.10 0.50 0.61
N 1.85 -1.60 -0.26
H 2.58 -1.40 -0.93
H 2.20 -2.51 0.01
C 0.37 -1.66 -0.75
H 2.74 -2.17 2.18
H 1.12 -1.73 2.72
H 2.52 -0.64 3.06
H -0.33 -2.09 -0.03
H 0.56 -2.34 -1.58
H 0.04 -0.74 -1.23
C -5.30 6.71 -0.56
N -4.42 7.47 -1.58
C -4.30 6.58 -2.84
C -5.12 8.79 -2.09
C -3.04 7.85 -0.90
C -2.28 6.71 -0.17
O -2.01 5.68 -1.09
H -5.38 7.12 0.45
H -4.96 5.68 -0.45
H -6.30 6.78 -1.01
H -5.32 6.35 -3.14
H -3.75 5.67 -2.59
H -3.65 7.15 -3.51
H -4.66 9.14 -3.02
H -5.12 9.51 -1.27
H -6.15 8.63 -2.42
H -3.31 8.72 -0.30
H -2.35 8.39 -1.55
H -2.87 6.39 0.69
H -1.28 7.01 0.13
H -1.63 4.96 -0.58
C -0.73 -1.47 12.05
N -0.26 -2.90 11.64
C 0.52 -2.74 10.32
C 0.64 -3.38 12.79
C -1.54 -3.83 11.58
C -2.61 -3.54 10.55
O -2.19 -3.69 9.19
H -1.30 -1.54 12.98
H -1.46 -1.05 11.36
H -0.01 -0.68 12.24
H 1.47 -2.27 10.57
H -0.17 -2.26 9.63
H 0.85 -3.74 10.02
H 0.23 -3.05 13.74
H 1.66 -2.97 12.74
H 0.71 -4.46 12.73
H -1.84 -3.90 12.63
H -1.04 -4.76 11.32
H -2.79 -2.46 10.55
H -3.54 -4.05 10.79
H -2.46 -3.05 8.53
C 1.58 -1.25 -12.11
N 2.54 -0.88 -11.02
C 3.57 -2.02 -10.75
C 3.21 0.47 -11.37
C 1.77 -0.69 -9.67
C 1.16 -1.97 -9.12
O 0.09 -1.61 -8.32
H 2.08 -1.66 -12.98
H 0.91 -0.41 -12.33
H 0.86 -2.00 -11.77
H 4.28 -1.99 -11.58
H 3.06 -2.97 -10.65
H 4.09 -1.77 -9.82
H 2.44 1.21 -11.57
H 3.84 0.37 -12.25
H 3.85 0.75 -10.54
H 1.01 0.03 -9.97
H 2.25 -0.02 -8.97
H 1.91 -2.50 -8.52
H 0.73 -2.65 -9.85
H -0.61 -1.30 -8.90
P 3.09 -7.21 1.08
F 1.85 -6.42 1.82
F 3.88 -7.42 2.54
F 2.27 -8.55 1.44
F 4.28 -8.14 0.44
F 2.36 -6.94 -0.33
F 3.99 -5.89 0.92
P -4.42 0.38 3.94
F -4.35 0.48 2.22
F -2.94 1.03 4.14
F -5.02 1.88 4.00
F -4.53 0.26 5.57
F -5.93 -0.21 3.79
F -3.75 -1.14 3.82
P 6.30 -0.06 -4.39
F 6.83 1.40 -4.11
F 6.23 0.15 -5.99
F 7.80 -0.63 -4.50
F 5.71 -1.55 -4.59
F 6.29 -0.29 -2.76
F 4.76 0.61 -4.24



5.
75
Properties=species:S:1:pos:R:3 method="wB97M-V/def2-TZVPD" charge=+1 largest_force_ha_per_bohr=0.0082 gap_ev=7.27 total_energy_ha=-1180.68125
N 4.64 2.74 -0.16
C 4.82 1.79 -1.26
C 4.60 2.51 -2.58
N 5.72 3.48 -2.86
N 6.91 2.80 -3.32
H 4.28 2.32 0.69
H 5.50 3.21 0.08
H 5.80 1.29 -1.20
H 4.06 1.01 -1.21
H 3.70 3.12 -2.47
H 4.52 1.85 -3.44
H 5.41 4.16 -3.56
H 5.89 4.01 -2.01
H 7.19 3.21 -4.20
H 7.66 2.96 -2.65
C 3.73 3.47 5.23
C 4.04 3.41 3.75
O 3.33 2.39 3.05
C 1.91 2.50 3.08
C 1.40 3.75 2.40
H 3.91 2.51 5.71
H 4.36 4.22 5.71
H 2.69 3.75 5.42
H 5.09 3.15 3.61
H 3.88 4.38 3.29
H 1.53 2.41 4.10
H 1.57 1.62 2.53
H 1.68 4.67 2.91
H 0.31 3.74 2.34
H 1.81 3.77 1.39
C 0.80 2.24 -1.21
C 0.61 0.73 -1.10
O -0.71 0.30 -1.32
C -1.27 0.60 -2.59
C -0.51 0.01 -3.76
H 0.15 2.76 -0.51
H 1.84 2.50 -0.95
H 0.58 2.61 -2.21
H 0.85 0.40 -0.09
H 1.31 0.22 -1.78
H -1.38 1.69 -2.72
H -2.27 0.18 -2.56
H 0.50 0.42 -3.86
H -1.05 0.22 -4.69
H -0.43 -1.07 -3.66
C -5.97 -3.89 -3.14
C -4.78 -3.19 -3.79
O -4.50 -1.91 -3.25
C -4.19 -1.88 -1.87
C -2.96 -2.68 -1.50
H -6.86 -3.27 -3.20
H -6.16 -4.83 -3.66
H -5.78 -4.13 -2.10
H -4.99 -3.00 -4.84
H -3.90 -3.83 -3.75
H -5.05 -2.19 -1.26
H -4.03 -0.82 -1.65
H -3.10 -3.75 -1.67
H -2.73 -2.56 -0.44
H -2.10 -2.35 -2.08
C -2.64 -4.96 4.39
C -2.39 -4.47 2.98
O -3.47 -4.68 2.09
C -4.70 -4.06 2.44
C -4.62 -2.55 2.52
H -2.89 -6.03 4.39
H -1.73 -4.83 4.99
H -3.44 -4.42 4.89
H -1.56 -5.01 2.53
H -2.11 -3.41 3.00
H -5.09 -4.47 3.38
H -5.39 -4.36 1.65
H -3.96 -2.20 3.31
H -5.61 -2.13 2.71
H -4.26 -2.15 1.57



6.
75
Properties=species:S:1:pos:R:3 method="wB97M-V/def2-TZVPD" charge=0 largest_force_ha_per_bohr=0.0555 gap_ev=9.83 total_energy_ha=-1242.36511 smiles=CC(C)O.CC(C)O.CC(C)O.CC(C)O.CCO.CCO.CCO
C -2.45 3.35 -3.54
C -2.30 4.05 -2.26
C -1.20 3.32 -1.36
O -1.88 5.34 -2.46
H -2.76 2.34 -3.27
H -1.48 3.39 -4.04
H -3.32 3.73 -4.07
H -3.28 4.08 -1.79
H -0.23 3.28 -1.87
H -1.44 2.31 -1.04
H -1.09 3.90 -0.45
H -1.69 5.68 -1.58
C 2.93 3.86 5.43
C 2.64 2.39 5.07
C 2.38 2.27 3.60
O 3.62 1.54 5.44
H 3.82 4.33 5.00
H 2.91 4.01 6.51
H 2.04 4.37 5.06
H 1.72 2.12 5.60
H 1.59 2.94 3.24
H 2.09 1.24 3.38
H 3.31 2.58 3.14
H 3.65 0.73 4.93
C 2.33 0.22 -2.09
C 1.86 -0.78 -1.10
C 1.94 -0.45 0.35
O 0.43 -0.88 -1.39
H 3.39 0.35 -1.91
H 1.65 1.07 -2.01
H 2.21 -0.17 -3.10
H 2.39 -1.69 -1.38
H 1.30 -1.06 0.99
H 1.47 0.51 0.59
H 2.97 -0.44 0.69
H 0.34 -0.78 -2.34
C -1.30 -2.48 -5.72
C -0.78 -1.06 -5.57
C -1.67 -0.25 -4.63
O 0.59 -1.05 -5.17
H -1.48 -2.89 -4.72
H -0.59 -3.05 -6.32
H -2.31 -2.57 -6.12
H -0.92 -0.53 -6.52
H -1.46 0.81 -4.59
H -1.42 -0.49 -3.60
H -2.73 -0.44 -4.79
H 1.08 -1.70 -5.69
C 0.80 -1.44 4.48
C 2.27 -2.01 4.25
O 3.26 -0.95 4.26
H 0.64 -0.84 5.37
H 0.12 -2.29 4.51
H 0.42 -0.85 3.64
H 2.39 -2.39 3.24
H 2.59 -2.87 4.85
H 4.04 -1.37 3.90
C -0.44 -5.05 0.77
C -0.20 -3.74 1.42
O -0.90 -3.56 2.63
H -1.30 -4.96 0.10
H -0.69 -5.76 1.57
H 0.49 -5.40 0.33
H -0.38 -3.00 0.64
H 0.87 -3.68 1.59
H -1.57 -4.24 2.67
C -3.21 -1.25 -0.61
C -3.29 0.20 -0.13
O -4.60 0.44 0.43
H -2.26 -1.44 -1.11
H -3.98 -1.54 -1.33
H -3.37 -2.04 0.12
H -3.22 0.82 -1.03
H -2.60 0.51 0.65
H -4.72 1.38 0.29